[1]
{"formula": "C5H31NO10", "method": "ωB97M-V with the def2-TZVPD basis set", "species": ["O", "O", "O", "O", "O", "O", "O", "O", "O", "O", "N", "C", "C", "C", "C", "C", "H", "H", "H", "H", "H", "H", "H", "H", "H", "H", "H", "H", "H", "H", "H", "H", "H", "H", "H", "H", "H", "H", "H", "H", "H", "H", "H", "H", "H", "H", "H"], "positions_angstrom": [[2.441, -1.692, 1.043], [3.574, -0.353, -1.169], [-2.509, 2.392, 0.100], [0.817, -1.032, 2.807], [-0.657, 3.820, -1.473], [-3.010, -2.800, 0.577], [-2.841, -0.233, 0.646], [-0.201, 0.601, -2.740], [-1.768, -1.830, 2.718], [2.099, -0.145, -3.488], [1.736, 1.014, 1.105], [-0.959, -1.812, -1.864], [0.314, -0.167, -0.402], [0.843, 1.199, -0.022], [1.258, 1.815, 2.267], [-0.648, -0.299, -1.688], [-2.630, -2.146, -0.042], [-1.943, -2.063, -2.378], [3.710, -0.650, -2.110], [-0.320, -0.375, 0.412], [1.681, 1.579, 3.227], [1.721, 2.842, 2.198], [3.030, -0.852, 1.353], [2.724, 1.310, 0.976], [-1.586, 0.230, -1.549], [-3.729, -0.698, 0.673], [-1.431, 3.719, -0.981], [-0.382, 2.944, -1.799], [-2.594, -0.395, 1.571], [1.370, 1.357, -0.982], [1.067, -0.214, 3.168], [-0.806, -1.631, 2.548], [-1.158, -2.444, -0.986], [1.284, 0.037, -2.942], [0.146, 1.703, 2.213], [1.113, -1.237, 1.933], [2.869, -2.367, 1.447], [-0.165, -2.282, -2.384], [2.305, 0.652, -4.000], [-1.737, -2.227, 3.701], [0.101, 2.021, -0.066], [-2.501, 1.407, 0.298], [-0.502, 0.289, -3.661], [2.657, -0.070, -1.014], [-3.413, 2.407, 0.040], [-2.485, -2.374, 1.277], [1.115, -0.949, -0.559]], "forces_ev_per_a": [[0.8, 5.6, -0.9], [0.8, -0.2, -0.5], [2.8, -1.8, 0.6], [-2.5, -2.3, 1.9], [2.6, 0.3, -1.7], [0.7, 0.9, -0.8], [-1.8, -0.3, 0.7], [0.1, -1.7, -2.3], [0.9, -1.0, 3.4], [0.2, -0.2, -0.1], [1.1, 1.5, 1.7], [-1.6, 0.2, -1.2], [-1.3, -0.7, -2.2], [1.3, -0.5, -3.5], [0.2, 1.0, -1.4], [-1.3, 0.8, 2.5], [-0.9, -0.8, -0.7], [1.2, 0.9, -0.2], [-1.0, 0.8, 1.4], [-0.8, -1.4, 1.0], [0.0, -1.2, 0.6], [-1.5, -0.3, -0.3], [-2.3, -2.8, -1.5], [-1.2, -0.2, -0.7], [-0.4, -0.5, 1.3], [1.2, 0.8, -0.5], [-1.9, -0.8, 1.2], [-0.5, 0.5, 0.2], [0.5, 0.1, 0.1], [0.8, 1.1, 0.6], [0.6, 1.5, -0.1], [-0.5, 0.1, 0.6], [0.9, 0.9, 0.4], [1.0, 0.4, -1.1], [1.0, 0.8, 0.7], [1.4, 0.5, -1.0], [2.0, -3.7, 1.9], [0.8, -0.7, -0.7], [-0.3, -0.3, 0.4], [-0.2, 1.4, -3.5], [0.3, -0.5, 1.0], [0.8, 1.0, -0.2], [0.5, 0.6, 2.1], [0.8, -0.4, -0.8], [-3.8, 1.1, -0.4], [-0.4, -1.2, 1.3], [-0.9, 1.0, 0.6]], "smiles": "CNCC[C@H](C)O.O.O.O.O.O.O.O.O.O", "e_lumo_ha": 0.0093, "homo_energy_ev": -9.28, "total_energy_ev": -27649.7109, "homo_lumo_gap_ev": 9.529, "spin_multiplicity": 1}



[2]
{"formula": "C3H4CuMgO4", "method": "ωB97M-V with the def2-TZVPD basis set", "species": ["Cu", "Mg", "O", "O", "O", "O", "C", "C", "C", "H", "H", "H", "H"], "positions_angstrom": [[-2.470, 2.728, -1.341], [1.009, -1.689, -2.533], [0.703, 0.082, 0.650], [-0.889, 1.207, -0.372], [-0.417, -1.449, 1.899], [-0.261, -0.784, -1.204], [1.728, -0.881, 2.560], [-0.246, 0.184, -0.417], [0.559, -0.646, 1.716], [1.662, -0.244, 3.451], [-0.589, -1.567, 2.872], [1.565, -1.964, 2.883], [2.625, -0.590, 1.996]], "forces_ev_per_a": [[0.6, -0.6, 0.4], [-0.2, 0.0, 0.1], [0.3, -1.1, 1.9], [-0.6, 0.8, -0.3], [-2.2, 1.2, 0.2], [0.8, 0.3, 0.2], [-0.1, -0.1, 0.8], [-1.7, -0.3, -1.0], [1.6, -0.5, -1.5], [0.2, -0.1, 0.0], [0.2, -0.5, -0.9], [1.2, 1.4, -0.4], [-0.1, -0.5, 0.5]], "s2": 0.750, "e_lumo_ha": [-0.3159, -0.3161], "homo_energy_ev": [-14.13, -18.72], "total_energy_ev": -61432.0822, "homo_lumo_gap_ev": [5.531, 10.123], "spin_multiplicity": 2, "total_charge": 2}



[3]
{"formula": "C11H11NO3", "method": "ωB97M-V with the def2-TZVPD basis set", "species": ["O", "O", "O", "N", "C", "C", "C", "C", "C", "C", "C", "C", "C", "C", "C", "H", "H", "H", "H", "H", "H", "H", "H", "H", "H", "H"], "positions_angstrom": [[-1.544, -3.152, 0.416], [0.038, -1.701, -0.020], [-2.727, 1.004, -0.852], [-0.481, 0.406, -0.401], [2.726, -1.166, 0.071], [-4.898, 1.035, 0.048], [3.804, 1.317, -0.346], [0.467, -0.410, -0.132], [-1.265, -1.880, 0.198], [-1.526, 0.539, -1.021], [4.097, -1.024, 0.236], [4.626, 0.238, -0.045], [2.430, 1.132, -0.112], [1.870, -0.086, -0.052], [-3.389, 1.071, 0.456], [-5.563, 1.425, 0.747], [-0.749, -3.656, 0.076], [-5.199, -0.004, -0.268], [2.254, -2.173, 0.264], [-5.151, 1.635, -0.908], [4.260, 2.245, -0.627], [4.772, -1.826, 0.452], [-2.981, 0.416, 1.160], [-3.289, 2.176, 0.931], [1.653, 1.948, -0.109], [5.765, 0.492, -0.160]], "forces_ev_per_a": [[1.9, 0.1, -1.3], [0.0, -2.0, 0.4], [0.8, 0.1, 0.5], [-3.2, 4.9, 1.0], [0.9, -3.2, 1.7], [0.9, -1.6, -2.9], [-1.0, -1.0, 1.4], [3.6, -1.1, -0.3], [-1.0, 0.1, 0.8], [-0.4, -0.8, -1.5], [-0.6, 0.8, -0.8], [2.7, 1.3, -1.0], [-0.6, 4.4, -1.3], [-1.9, -3.4, 0.2], [-2.2, 5.0, -0.7], [-0.9, 0.4, 1.7], [-0.7, -0.1, 0.8], [0.2, 0.9, 0.7], [0.8, 1.1, -0.5], [1.1, -0.6, 1.5], [-0.2, 0.5, 0.1], [-0.1, -0.5, 0.1], [0.3, -1.5, 0.7], [0.4, -2.3, -1.2], [1.3, -0.4, -0.3], [-2.2, -1.1, 0.5]], "s2": 2.029, "e_lumo_ha": [0.0250, -0.0408], "homo_energy_ev": [-5.26, -9.19], "total_energy_ev": -19209.9691, "homo_lumo_gap_ev": [5.943, 8.077], "spin_multiplicity": 3}



[4]
{"formula": "C8H10", "method": "ωB97M-V with the def2-TZVPD basis set", "species": ["C", "C", "C", "C", "C", "C", "C", "C", "H", "H", "H", "H", "H", "H", "H", "H", "H", "H"], "positions_angstrom": [[2.621, -0.005, -0.155], [-0.198, 0.130, -0.245], [2.050, 0.563, -1.200], [0.635, 0.622, -1.332], [0.486, -0.354, 0.881], [1.837, -0.454, 0.968], [-2.495, -0.321, 0.783], [-1.710, 0.197, -0.404], [-0.036, -0.703, 1.671], [-3.546, -0.440, 0.628], [-2.263, 0.325, 1.793], [0.325, 0.877, -2.333], [-2.318, -1.492, 0.944], [2.374, -0.890, 1.893], [-1.840, -0.138, -1.312], [2.386, 0.795, -1.969], [-2.158, 1.385, -0.476], [3.849, -0.097, -0.134]], "forces_ev_per_a": [[4.3, -1.5, 3.8], [1.4, 1.8, -2.1], [-8.9, -3.0, 8.9], [-0.1, -1.6, 2.7], [0.1, 0.8, -2.0], [3.1, 0.0, -0.4], [1.1, -2.3, 2.2], [0.2, 5.4, 5.0], [-1.9, -1.0, 2.4], [-0.9, 1.0, -0.2], [-0.6, -1.9, -2.6], [-0.8, 0.3, 0.2], [0.5, 2.4, 0.2], [-1.1, 0.8, -1.7], [-1.7, -2.4, -4.5], [6.8, 3.9, -11.9], [1.8, -2.9, 0.0], [-3.4, 0.2, 0.1]], "smiles": "CCc1ccccc1", "e_lumo_ha": 0.0374, "homo_energy_ev": -8.74, "total_energy_ev": -8454.6983, "homo_lumo_gap_ev": 9.756, "spin_multiplicity": 1}



[5]
{"formula": "C36H40HgO3P2S", "method": "ωB97M-V with the def2-TZVPD basis set", "species": ["Hg", "S", "P", "P", "O", "O", "O", "C", "C", "C", "C", "C", "C", "C", "C", "C", "C", "C", "C", "C", "C", "C", "C", "C", "C", "C", "C", "C", "C", "C", "C", "C", "C", "C", "C", "C", "C", "C", "C", "C", "C", "C", "C", "H", "H", "H", "H", "H", "H", "H", "H", "H", "H", "H", "H", "H", "H", "H", "H", "H", "H", "H", "H", "H", "H", "H", "H", "H", "H", "H", "H", "H", "H", "H", "H", "H", "H", "H", "H", "H", "H", "H", "H"], "positions_angstrom": [[2.127, -1.819, -4.738], [-0.061, 0.317, 1.655], [0.325, 1.734, -1.715], [3.353, -1.289, -0.547], [-0.764, 0.894, 0.470], [0.356, -1.079, 1.451], [1.003, 1.191, 2.162], [1.934, 1.078, -1.225], [2.755, -2.925, -0.039], [3.806, -0.808, -5.517], [-0.889, 1.250, -5.595], [4.437, -0.311, 3.226], [0.338, 1.658, -3.542], [5.620, -0.197, 0.677], [2.004, -5.572, 0.512], [0.470, 5.263, 0.364], [3.747, -2.120, -6.084], [0.441, 3.530, -1.342], [4.868, -0.373, -4.528], [4.054, -1.574, -2.388], [1.094, -4.697, -0.079], [3.521, -2.673, -3.269], [0.239, 1.629, -6.341], [-0.844, 1.267, -4.204], [6.349, 0.164, 1.811], [3.278, -5.113, 0.868], [0.300, 6.243, -0.621], [-1.307, 0.223, 2.932], [1.945, -0.247, -0.903], [4.647, -3.385, -4.035], [5.767, 0.102, 3.086], [0.238, -2.069, -3.890], [3.658, -3.798, 0.595], [0.273, 4.521, -2.326], [0.219, 5.868, -1.967], [4.356, -0.237, -3.077], [3.698, -0.664, 2.102], [4.304, -0.657, 0.831], [1.416, 1.996, -5.683], [4.624, -3.245, -5.578], [1.474, 2.004, -4.290], [1.448, -3.368, -0.321], [0.556, 3.917, 0.010], [2.781, 1.768, -1.092], [5.015, -1.923, -1.947], [2.298, 2.305, -6.255], [3.967, -0.363, 4.208], [0.108, -1.362, -3.062], [5.633, -3.055, -3.671], [5.220, 0.624, -4.844], [0.989, -0.776, -0.900], [0.109, 6.628, -2.742], [0.185, 4.232, -3.374], [4.650, -3.440, 0.875], [0.694, 3.154, 0.776], [5.663, -3.147, -5.937], [-0.508, -1.861, -4.664], [5.760, -1.021, -4.548], [1.727, -6.611, 0.704], [0.197, 1.638, -7.431], [-1.713, 0.978, -3.607], [3.415, 0.016, -6.126], [7.382, 0.492, 1.702], [3.458, 0.397, -3.066], [6.061, -0.139, -0.321], [2.931, -3.395, -2.689], [0.706, -2.676, -0.706], [0.238, 7.295, -0.339], [0.141, -3.097, -3.513], [2.387, 2.314, -3.778], [-1.445, 1.217, 3.361], [3.421, -2.205, -7.124], [-0.960, -0.478, 3.695], [2.649, -0.948, 2.193], [0.533, 5.544, 1.416], [5.107, 0.301, -2.479], [-2.234, -0.139, 2.483], [3.986, -5.783, 1.353], [-1.806, 0.952, -6.107], [0.093, -5.043, -0.353], [4.261, -4.196, -6.003], [6.344, 0.378, 3.969], [4.605, -4.458, -3.785]], "forces_ev_per_a": [[-3.7, -0.2, 1.7], [-1.0, 0.7, -0.9], [-1.3, 0.1, -0.2], [-2.0, -0.4, -2.0], [0.7, -0.9, 2.0], [0.2, 0.2, 0.0], [-0.2, -0.4, -0.1], [0.4, -1.1, 0.5], [-0.2, -0.3, 0.3], [2.3, -1.1, -2.8], [0.3, 0.1, -0.2], [0.2, 0.1, -0.2], [0.6, 0.3, -0.4], [-0.2, -0.2, 0.3], [0.3, 0.2, 0.0], [0.1, 0.0, -0.3], [2.9, 2.3, -1.3], [0.2, 0.3, -0.2], [0.0, 0.1, 0.7], [2.0, 0.2, 2.3], [0.0, 0.2, 0.0], [0.1, -0.7, 1.5], [-0.2, -0.1, 0.3], [0.5, 0.2, 0.2], [-0.1, 0.1, 0.2], [-0.1, 0.1, -0.1], [0.0, -0.2, -0.1], [0.1, 0.0, 0.1], [-0.3, 1.3, -0.1], [0.1, -0.3, 0.9], [-0.2, -0.2, -0.4], [-0.9, 0.0, -0.6], [-0.3, 0.0, -0.3], [0.1, -0.1, 0.3], [0.0, 0.0, 0.3], [-0.1, 0.4, 0.5], [-0.1, -0.2, -0.4], [1.0, 0.5, 0.1], [0.2, 0.0, -0.1], [-0.5, -0.5, 0.0], [-0.5, -0.1, -0.4], [0.4, -0.1, 0.0], [0.0, 0.0, -0.3], [-0.1, -0.5, 0.0], [0.4, 0.0, -0.5], [-0.4, -0.1, 0.1], [0.1, 0.1, -0.3], [0.1, -0.1, -0.2], [-0.2, 0.0, 0.0], [-0.3, -0.3, 0.0], [0.2, 0.2, -0.1], [0.0, -0.2, 0.2], [0.0, 0.1, 0.3], [-0.2, -0.1, -0.1], [-0.1, 0.1, -0.1], [-0.4, 0.3, -0.1], [-0.2, -0.2, 0.5], [-0.4, 0.0, -0.1], [0.1, 0.3, 0.0], [0.0, 0.0, 0.3], [0.3, 0.1, -0.2], [-0.2, -0.4, 0.3], [-0.2, 0.0, 0.0], [0.1, -0.2, -0.2], [0.0, -0.1, 0.3], [0.3, 0.1, -0.1], [0.1, -0.2, 0.0], [0.0, -0.3, -0.1], [0.0, 0.3, -0.1], [-0.2, 0.0, -0.1], [0.0, -0.1, -0.1], [-0.5, 0.0, 0.4], [0.0, 0.1, -0.1], [0.1, 0.0, 0.0], [0.0, -0.1, -0.3], [-0.1, 0.0, -0.2], [0.2, 0.0, 0.0], [-0.2, 0.1, -0.1], [0.3, 0.1, 0.1], [0.4, 0.2, 0.2], [0.0, 0.4, 0.0], [-0.1, -0.1, -0.3], [0.0, 0.3, -0.2]], "e_lumo_ha": -0.0268, "homo_energy_ev": -6.90, "total_energy_ev": -77705.1712, "homo_lumo_gap_ev": 6.166, "spin_multiplicity": 1}



[6]
{"formula": "C28H20Br2F3IIrNO", "method": "ωB97M-V with the def2-TZVPD basis set", "species": ["Ir", "I", "Br", "Br", "F", "F", "F", "O", "N", "C", "C", "C", "C", "C", "C", "C", "C", "C", "C", "C", "C", "C", "C", "C", "C", "C", "C", "C", "C", "C", "C", "C", "C", "C", "C", "C", "C", "H", "H", "H", "H", "H", "H", "H", "H", "H", "H", "H", "H", "H", "H", "H", "H", "H", "H", "H", "H"], "positions_angstrom": [[-1.643, 0.492, -0.245], [0.582, 0.708, 4.162], [3.270, 2.678, 5.468], [-1.874, -1.216, 2.068], [5.968, 2.396, -5.392], [6.242, 0.236, -5.502], [4.870, 1.187, -6.846], [-1.924, 1.982, 2.467], [-2.887, 3.974, 2.952], [-4.407, -2.947, -0.792], [-4.552, -2.929, -2.192], [2.816, -1.269, 4.339], [2.547, 0.024, 4.554], [0.097, 0.459, -0.976], [4.068, -1.797, 4.449], [4.207, 1.036, -4.604], [-3.056, -1.027, -2.342], [4.043, -0.182, -3.996], [2.116, 0.734, -2.747], [3.032, -0.341, -3.041], [-3.443, 2.839, 0.850], [-3.697, -3.313, 1.905], [-2.737, 2.850, 2.203], [-3.478, -2.030, -0.212], [4.815, 0.379, 5.081], [-2.840, -1.044, -0.997], [-2.467, 2.545, -0.257], [5.123, -0.933, 4.839], [-4.976, -3.951, 0.042], [3.560, 0.912, 4.954], [2.341, 1.958, -3.403], [5.350, 1.198, -5.578], [1.039, 0.533, -1.812], [3.434, 2.102, -4.233], [-3.874, -1.993, -2.931], [-3.148, -2.301, 1.155], [-4.718, -4.124, 1.369], [2.925, -1.299, -2.625], [-2.890, 2.607, -1.221], [4.618, -1.037, -4.288], [-1.593, 3.246, -0.252], [5.621, 1.015, 5.384], [-4.167, -2.040, -3.995], [-4.011, 3.743, 0.701], [4.244, -2.849, 4.265], [-5.185, -4.868, 2.006], [1.657, 2.838, -3.319], [-4.142, 2.051, 0.976], [-2.539, -0.267, -2.860], [6.173, -1.240, 4.888], [-5.295, -3.550, -2.638], [-3.516, 4.727, 2.763], [1.999, -1.923, 4.003], [-2.254, 4.121, 3.737], [-3.363, -3.464, 2.914], [3.558, 3.045, -4.720], [-5.643, -4.680, -0.478]], "forces_ev_per_a": [[-1.1, 0.5, 1.0], [0.4, 0.0, 0.1], [-0.1, 0.4, -0.1], [0.1, 0.3, -0.5], [0.0, -0.6, -0.2], [0.7, -0.4, 0.2], [0.2, 0.2, 0.0], [-0.2, -0.2, 0.5], [0.6, -0.2, 1.0], [1.1, -0.3, 1.0], [0.1, 1.0, 0.6], [-1.1, -2.6, -1.0], [-0.9, 3.2, 0.4], [2.7, 0.0, -1.8], [2.2, 0.4, 0.7], [1.5, -0.2, 0.2], [-0.2, -0.7, 0.2], [-1.3, -0.4, 0.8], [0.7, -1.1, 0.0], [-0.3, 1.9, -0.9], [0.4, 0.0, 1.0], [-0.1, 0.6, -0.1], [0.8, 1.1, -1.2], [0.0, -1.0, 0.8], [1.1, 0.6, 0.3], [0.2, 0.7, 0.9], [1.7, -0.2, 0.8], [-0.8, -1.4, -0.8], [-1.5, -1.2, -1.2], [-1.0, -1.2, -0.1], [-0.6, 0.5, 0.4], [-1.2, 1.1, -0.2], [-0.8, 0.2, 0.7], [-0.9, 0.4, -0.6], [-1.4, -0.7, -1.3], [-0.4, -0.2, 0.1], [0.8, 0.5, -0.3], [-0.4, -0.9, 0.8], [-0.8, 0.1, -1.2], [0.3, -0.2, 0.0], [-0.6, -0.6, 0.2], [0.3, 0.4, 0.2], [0.8, 0.5, 0.4], [-0.2, 0.5, -0.1], [0.0, 0.1, -0.1], [0.0, 0.0, -0.4], [0.6, -1.1, 0.3], [-1.0, -0.9, -0.3], [0.2, 0.5, -1.1], [-0.5, -0.1, 0.1], [-0.2, -0.5, -0.4], [-0.2, -0.1, -0.4], [0.4, 0.3, 0.2], [-0.4, -0.3, -0.3], [0.1, 0.0, 0.3], [0.3, 0.5, -0.2], [0.4, 0.7, 0.5]], "s2": 6.063, "e_lumo_ha": [0.0128, -0.0714], "homo_energy_ev": [-6.93, -8.14], "total_energy_ev": -192069.3659, "homo_lumo_gap_ev": [7.275, 6.193], "spin_multiplicity": 5}



[7]
{"formula": "C2H10NS", "method": "ωB97M-V with the def2-TZVPD basis set", "species": ["S", "N", "C", "C", "H", "H", "H", "H", "H", "H", "H", "H", "H", "H"], "positions_angstrom": [[0.219, 0.044, 0.500], [-2.449, -0.689, -0.753], [1.502, 1.139, 1.164], [1.028, -0.409, -1.021], [1.613, 1.965, 0.485], [-1.424, -0.572, -0.518], [1.178, 1.364, 2.178], [1.998, -0.871, -0.832], [-2.927, -0.071, -0.096], [2.457, 0.615, 1.277], [1.143, 0.438, -1.689], [-2.685, -1.645, -0.468], [-2.735, -0.558, -1.721], [0.471, -1.170, -1.589]], "forces_ev_per_a": [[0.7, -0.2, 0.4], [0.3, -1.0, 1.1], [-0.1, -0.7, 0.4], [0.3, -0.7, -0.9], [0.0, 0.6, 0.2], [-0.7, 0.4, -0.6], [0.0, 0.6, -0.2], [0.0, 0.2, 0.1], [-0.2, 0.3, -0.3], [-0.3, -0.2, -0.3], [0.1, 0.2, 0.0], [-0.1, 0.0, -0.2], [0.2, 0.3, -0.1], [-0.1, 0.2, 0.3]], "e_lumo_ha": -0.1434, "homo_energy_ev": -12.87, "total_energy_ev": -14554.6080, "homo_lumo_gap_ev": 8.973, "spin_multiplicity": 1, "total_charge": 1}